(a)
Here is 2 unconnected molecules or ions with the total composition C7H16O2 from the OMol25 dataset. Energies are from ωB97M-V/def2-TZVPD.

The geometry in XYZ format:
```
25
Properties=species:S:1:pos:R:3:nbo_charge:R:1
C -1.43 -1.10 -0.39 -0.62
C -0.28 -0.48 -1.19 -0.09
C -0.81 0.06 -2.52 -0.62
C 0.80 -1.54 -1.46 -0.61
C 0.37 0.67 -0.38 0.40
O 0.91 0.24 0.81 -0.77
O -0.56 1.71 -0.08 -0.75
H -2.15 -0.33 -0.11 0.22
H -1.95 -1.85 -0.98 0.21
H -1.06 -1.57 0.52 0.21
H -1.14 -0.76 -3.16 0.22
H -0.03 0.60 -3.07 0.20
H -1.66 0.73 -2.38 0.20
H 0.37 -2.40 -1.98 0.20
H 1.60 -1.13 -2.08 0.20
H 1.23 -1.89 -0.53 0.23
H 1.20 1.09 -0.98 0.13
H 0.20 0.16 1.73 0.50
H -0.83 2.14 -0.90 0.47
C 1.36 1.30 2.90 -0.19
C 0.33 0.52 3.35 -0.60
H 1.17 2.27 2.46 0.21
H 2.38 0.94 2.87 0.20
H 0.55 -0.39 3.89 0.21
H -0.59 0.99 3.67 0.22
```

- HOMO energy (eV) = -9.361
- LUMO (eV) = 0.83
- structure (SMILES) = CC(C)(C)C(O)O.C=C


(b)
Here is a single C7H16O2 molecule from the OMol25 dataset. Energies are from ωB97M-V/def2-TZVPD.

The geometry in XYZ format:
```
25
Properties=species:S:1:pos:R:3:nbo_charge:R:1
C -2.35 0.98 0.14 -0.61
C -0.72 0.81 -0.23 -0.23
C -0.60 0.83 -1.75 -0.62
C -0.23 -0.45 0.45 0.27
C -0.58 -0.57 1.94 -0.64
O -0.73 -1.60 -0.21 -0.74
C 1.49 -0.52 0.37 0.09
C 2.25 0.24 -0.69 -0.65
O 1.78 -1.93 0.31 -0.76
H -2.53 1.14 1.20 0.20
H -2.72 1.87 -0.38 0.20
H -2.91 0.11 -0.21 0.22
H -0.25 1.69 0.21 0.21
H 0.25 1.44 -2.07 0.20
H -0.49 -0.17 -2.18 0.23
H -1.48 1.29 -2.22 0.21
H -0.32 0.34 2.48 0.21
H -1.64 -0.79 2.09 0.22
H -0.03 -1.41 2.39 0.22
H -0.12 -2.33 0.01 0.49
H 1.86 -0.18 1.35 0.16
H 3.33 0.07 -0.58 0.21
H 2.00 -0.10 -1.70 0.22
H 2.10 1.32 -0.59 0.22
H 2.63 -2.08 -0.14 0.48
```

- HOMO energy (eV) = -9.517
- LUMO (eV) = 0.77
- structure (SMILES) = CC(C)[C@@](C)(O)[C@H](C)O


Name the least stable of them. (a).


(a)
Here is 2 unconnected molecules or ions with the total composition C7H16O2 from the OMol25 dataset. Energies are from ωB97M-V/def2-TZVPD.

The geometry in XYZ format:
```
25
Properties=species:S:1:pos:R:3:nbo_charge:R:1
C 0.99 -1.86 -0.36 -0.74
C 1.87 -0.73 0.07 0.77
O 2.06 -0.47 1.29 -0.62
O 2.71 -0.05 -0.83 -0.69
H 0.74 -2.55 0.45 0.26
H 0.16 -1.41 -1.11 0.26
H 1.55 -2.55 -1.14 0.25
H 3.23 0.49 -0.03 0.51
C 0.31 2.36 0.31 -0.60
C -0.52 1.62 -0.61 -0.40
C -1.58 0.75 0.32 -0.39
C -2.43 -0.23 -0.58 -0.40
C -3.11 -1.33 0.37 -0.62
H -0.38 2.46 1.43 0.18
H 1.02 1.55 0.62 0.22
H 0.74 3.19 -0.12 0.21
H -0.08 0.72 -1.24 0.18
H -1.04 2.20 -1.35 0.20
H -0.90 0.08 1.00 0.19
H -1.94 1.46 1.06 0.21
H -1.71 -0.44 -1.31 0.19
H -3.23 0.28 -1.09 0.20
H -3.40 -0.71 1.20 0.22
H -3.82 -2.13 -0.12 0.22
H -2.23 -1.90 0.87 0.20
```

- HOMO energy (eV) = -10.150
- LUMO (eV) = 0.74
- structure (SMILES) = CC(=O)O.CCCCC


(b)
Here is 2 unconnected molecules or ions with the total composition C7H16O2 from the OMol25 dataset. Energies are from ωB97M-V/def2-TZVPD.

The geometry in XYZ format:
```
25
Properties=species:S:1:pos:R:3:nbo_charge:R:1
C 1.08 -0.49 2.33 -0.42
C 0.50 -0.46 1.14 0.04
C 1.13 -1.26 0.01 -0.46
C 0.92 -2.73 0.28 -0.61
C -0.92 0.00 0.87 -0.46
C -0.89 1.54 0.70 -0.42
C 0.00 2.09 -0.39 -0.07
O -0.74 2.70 -1.51 -0.74
H 2.10 -0.84 2.44 0.20
H 0.66 -0.07 3.24 0.20
H 0.73 -1.03 -0.98 0.22
H 2.21 -1.11 -0.14 0.20
H -0.14 -3.03 0.15 0.20
H 0.97 -3.09 1.31 0.22
H 1.52 -3.41 -0.32 0.21
H -1.49 -0.26 1.77 0.22
H -1.47 -0.37 0.01 0.24
H -0.53 2.00 1.62 0.21
H -1.89 1.96 0.51 0.23
H 0.74 1.43 -0.86 0.17
H 0.52 3.01 -0.09 0.19
H -0.83 2.07 -2.24 0.45
O -0.94 -1.11 -2.32 -0.93
H -0.27 -1.76 -2.58 0.48
H -0.72 -0.32 -2.82 0.46
```

- HOMO energy (eV) = -9.191
- LUMO (eV) = 0.39
- structure (SMILES) = C=C(CC)CCCO.O


Name the least stable of them. (a).


(a)
Here is 2 unconnected molecules or ions with the total composition C3H9NO3S from the OMol25 dataset. Energies are from ωB97M-V/def2-TZVPD.

The geometry in XYZ format:
```
17
Properties=species:S:1:pos:R:3:nbo_charge:R:1
N -1.01 -0.12 -1.24 -0.84
C -0.66 -0.41 0.11 -0.17
C -0.63 0.87 0.90 -0.52
S -2.25 1.50 1.38 -0.03
C 0.71 -1.11 0.26 0.77
O 1.47 -0.97 1.19 -0.58
O 0.97 -1.94 -0.77 -0.70
H -1.00 -0.85 -1.92 0.39
H -0.60 0.76 -1.57 0.36
H -1.37 -1.12 0.55 0.23
H -0.11 1.64 0.32 0.21
H -0.08 0.75 1.83 0.26
H -2.77 1.51 0.14 0.13
H 1.91 -2.21 -0.76 0.50
O 3.14 0.09 -2.48 -0.95
H 2.45 -0.35 -1.98 0.47
H 2.77 0.65 -3.17 0.48
```

- HOMO energy (eV) = -9.219
- LUMO (eV) = 0.38
- structure (SMILES) = N[C@H](CS)C(=O)O.O


(b)
Here is a single C3H9NO3S molecule from the OMol25 dataset. Energies are from ωB97M-V/def2-TZVPD.

The geometry in XYZ format:
```
17
Properties=species:S:1:pos:R:3:nbo_charge:R:1
C -3.08 -0.80 0.23 -0.61
C -2.47 0.52 -0.49 -0.41
C -1.15 0.83 0.19 -0.10
O -0.32 -0.18 -0.36 -0.71
S 1.25 0.04 0.11 2.39
N 1.85 -1.20 -0.88 -1.02
O 1.66 1.41 -0.30 -0.88
O 1.33 -0.44 1.47 -0.90
H -4.12 -1.08 0.03 0.22
H -2.45 -1.66 0.01 0.21
H -2.84 -0.63 1.37 0.20
H -3.21 1.31 -0.18 0.21
H -2.33 0.40 -1.59 0.22
H -0.76 1.80 0.01 0.20
H -1.28 0.85 1.28 0.19
H 1.63 -0.77 -1.80 0.39
H 1.19 -2.08 -0.71 0.42
```

- HOMO energy (eV) = -11.136
- LUMO (eV) = 0.40
- structure (SMILES) = CCCOS(N)(=O)=O


Name the least stable of them. (b).


(a)
Here is a molecular structure, C4H7ClO2S from the OMol25 dataset. Energies are from ωB97M-V/def2-TZVPD.

The geometry in XYZ format:
```
15
Properties=species:S:1:pos:R:3:nbo_charge:R:1
C -0.89 0.05 -1.07 -0.09
C -1.00 -0.47 0.43 -0.30
C 0.39 -0.39 0.92 -0.03
C 0.84 1.11 1.03 -0.27
H 0.72 -0.66 -2.13 0.49
H -1.89 -0.03 -1.63 0.22
H -0.53 1.12 -1.05 0.19
H -1.53 0.54 0.68 0.23
H 0.51 -0.79 2.00 0.22
H 2.19 -0.68 0.47 0.47
H 0.20 1.76 1.56 0.19
O -0.26 -0.65 -2.18 -0.73
O 1.20 -1.06 -0.13 -0.70
S 2.00 1.96 0.21 0.08
Cl -1.96 -1.82 0.89 0.04
```

- HOMO energy (eV) = -9.557
- LUMO (eV) = -1.08


(b)
Here is a molecular structure, C4H7ClO2S from the OMol25 dataset. Energies are from ωB97M-V/def2-TZVPD.

The geometry in XYZ format:
```
15
Properties=species:S:1:pos:R:3:nbo_charge:R:1
C 2.12 -1.17 0.10 -0.36
C 1.03 -1.55 -0.50 -0.41
C -0.32 1.71 0.42 -0.71
C -1.24 1.15 -0.56 -0.24
O -0.67 -0.86 1.47 -0.96
O -1.68 -1.85 -0.52 -0.93
S -0.70 -0.97 0.02 1.91
Cl -2.91 0.88 -0.11 0.02
H 3.09 -1.35 -0.31 0.22
H 1.97 -0.60 0.97 0.22
H 0.83 -2.14 -1.45 0.24
H -0.22 2.83 0.33 0.23
H 0.64 1.17 0.29 0.23
H -0.69 1.44 1.52 0.28
H -1.25 1.32 -1.66 0.24
```

- HOMO energy (eV) = -9.328
- LUMO (eV) = -0.27


Name the least stable of them. (a).


(a)
Here is a single C6H10N2OS molecule from the OMol25 dataset. Energies are from ωB97M-V/def2-TZVPD.

The geometry in XYZ format:
```
20
Properties=species:S:1:pos:R:3:nbo_charge:R:1
O 0.70 3.60 -0.17 -0.59
C 0.09 2.71 -0.74 0.55
N 0.02 1.34 -0.47 -0.46
C 0.87 0.82 0.54 -0.25
C 0.17 -0.27 1.41 -0.24
N -0.16 -1.32 0.43 -0.41
C -0.44 -2.57 0.84 -0.07
S -0.43 -3.27 2.32 -0.16
C 0.01 -0.95 -0.98 -0.21
C -0.78 0.40 -1.19 -0.21
H -0.57 2.98 -1.62 0.10
H 1.82 0.47 0.12 0.19
H 1.07 1.64 1.20 0.25
H 0.81 -0.75 2.15 0.24
H -0.71 0.08 1.96 0.22
H -0.62 -3.28 0.00 0.19
H -0.45 -1.66 -1.63 0.22
H 1.11 -0.86 -1.13 0.21
H -1.82 0.27 -0.85 0.20
H -0.68 0.62 -2.20 0.21
```

- HOMO energy (eV) = -8.417
- LUMO (eV) = 0.49
- structure (SMILES) = O=CN1CCN(C=S)CC1


(b)
Here is a molecular structure, C6H10N2OS from the OMol25 dataset. Energies are from ωB97M-V/def2-TZVPD.

The geometry in XYZ format:
```
20
Properties=species:S:1:pos:R:3:nbo_charge:R:1
C 1.81 -1.41 1.07 -0.38
C 2.33 -2.68 0.90 -0.05
C 0.57 -1.50 0.42 0.17
C -0.62 1.02 1.11 -0.68
C -1.02 1.83 -2.18 -0.79
C -0.58 0.04 0.01 -0.33
N 0.33 -2.73 -0.07 -0.31
N 1.42 -3.42 0.23 -0.34
O 1.33 1.52 -0.89 -1.01
S 0.33 0.70 -1.50 1.26
H 2.12 -0.52 1.51 0.24
H 3.34 -3.04 1.23 0.23
H 0.39 1.36 1.09 0.25
H -0.84 0.40 1.92 0.23
H -1.48 1.81 0.82 0.22
H -0.58 2.38 -2.99 0.23
H -1.27 2.50 -1.50 0.21
H -1.84 1.19 -2.33 0.22
H -1.51 -0.37 -0.44 0.22
H 1.34 -4.33 -0.20 0.42
```

- HOMO energy (eV) = -8.803
- LUMO (eV) = 0.94


Name the least stable of them. (b).


(a)
Here is a single C6H10N2OS molecule from the OMol25 dataset. Energies are from ωB97M-V/def2-TZVPD.

The geometry in XYZ format:
```
20
Properties=species:S:1:pos:R:3:nbo_charge:R:1
C 0.82 0.20 0.22 -0.36
C 1.06 -0.87 2.21 0.56
C -1.59 -0.60 -0.12 -0.59
C 0.01 -0.09 -2.08 -0.60
C -0.73 1.83 -0.50 -0.60
C -0.39 0.27 -0.58 -0.18
N 2.29 -0.76 2.13 -0.25
N 3.05 -0.17 1.32 -0.55
O 0.27 -1.74 2.78 -0.67
S 2.36 0.47 -0.02 0.80
H -2.67 -0.14 -0.27 0.22
H -1.44 -1.38 -0.73 0.21
H -1.50 -0.87 0.96 0.23
H -0.98 -0.15 -2.74 0.21
H 0.73 0.71 -2.47 0.21
H 0.53 -1.02 -2.20 0.21
H -1.27 1.80 0.43 0.21
H 0.08 2.64 -0.49 0.22
H -1.44 2.07 -1.29 0.21
H 0.81 -2.21 3.44 0.51
```

- HOMO energy (spin up / spin down) (eV) = -7.711 / -7.710
- LUMO (spin up / spin down) (eV) = 0.01 / 0.01


(b)
Here is 2 unconnected molecules or ions with the total composition C6H10N2OS from the OMol25 dataset. Energies are from ωB97M-V/def2-TZVPD.

The geometry in XYZ format:
```
20
Properties=species:S:1:pos:R:3:nbo_charge:R:1
C -1.66 -0.58 0.07 0.04
C 0.50 -0.52 -1.12 0.32
C -1.00 -0.42 -1.25 -0.53
C 0.41 -0.46 1.16 0.16
C 1.32 -0.63 -2.36 -0.66
C 0.40 2.25 1.39 -0.51
N 1.09 -0.52 0.01 -0.47
N -1.00 -0.57 1.20 0.05
O -1.56 -0.68 2.33 -0.55
S 1.19 -0.82 2.67 0.04
H -2.73 -0.68 0.15 0.22
H -1.38 -1.16 -1.96 0.24
H -1.27 0.56 -1.68 0.24
H 1.29 -1.65 -2.73 0.23
H 2.35 -0.38 -2.13 0.24
H 0.94 0.02 -3.14 0.22
H -0.08 2.48 0.45 0.16
H 1.46 2.33 1.46 0.18
H -0.20 2.22 2.27 0.18
H -0.07 -0.81 3.21 0.21
```

- HOMO energy (spin up / spin down) (eV) = -8.446 / -7.140
- LUMO (spin up / spin down) (eV) = -0.66 / 0.28


Name the least stable of them. (a).